ORCA calculation (ωB97M-V/def2-TZVPD) on a structure of composition C23H24IrN9O2 in a non-equilibrium geometry.

Computed properties:
- total energy (eV) = -44557.9543
- net charge = +3
- 2S+1 = 2
- LUMO (spin up / spin down) (eV) = -10.099 / -11.581
- orbital gap (spin up / spin down) (Eh) = 0.3098 / 0.2550

Element x y z (Å)
Ir  0.1047  -0.0584  0.2617
C  -0.8826  2.3563  1.7623
N  -1.1034  1.7317  0.4170
C  -2.5434  1.4285  0.1891
C  -2.8187  -0.0338  0.2283
C  -4.0647  -0.5316  -0.1114
C  -4.2987  -1.8915  -0.0204
C  -3.2874  -2.7174  0.4572
C  -2.0695  -2.1569  0.7554
N  -1.8200  -0.8380  0.6175
C  -0.5488  2.5734  -0.6768
C  0.9318  2.6573  -0.5195
C  1.6789  3.8077  -0.6691
C  3.0541  3.7449  -0.4769
C  3.6438  2.5276  -0.1600
C  2.8395  1.4101  -0.0511
N  1.5064  1.4831  -0.2226
C  -0.0832  1.5169  2.6908
C  0.0108  1.8053  4.0404
C  0.8830  1.0680  4.8235
C  1.6549  0.0747  4.2268
C  1.4840  -0.1796  2.8861
N  0.6072  0.5225  2.1389
H  -1.8333  2.5900  2.2388
H  -0.3661  3.3102  1.6306
H  -2.8692  1.8350  -0.7691
H  -3.1513  1.9139  0.9525
H  -4.8396  0.1447  -0.4489
H  -5.2577  -2.3016  -0.3085
H  -3.4474  -3.7780  0.5953
H  -1.2669  -2.7541  1.1532
H  -1.0103  3.5629  -0.6923
H  -0.7796  2.0754  -1.6210
H  1.1994  4.7401  -0.9369
H  3.6587  4.6376  -0.5720
H  4.7093  2.4424  0.0024
H  3.2559  0.4368  0.1758
H  -0.5832  2.6032  4.4668
H  0.9732  1.2752  5.8818
H  2.3725  -0.4984  4.7969
H  2.0469  -0.9538  2.3835
C  0.7010  -1.9070  -4.9783
N  0.0179  -1.6263  -3.7139
C  0.4740  -0.8382  -2.7571
N  1.6229  -0.1765  -2.9468
O  -0.2059  -0.7396  -1.6736
H  0.1790  -2.7132  -5.4825
H  1.7310  -2.2179  -4.8028
H  0.6976  -1.0364  -5.6350
H  -0.8637  -2.0786  -3.5313
H  2.1173  -0.2058  -3.8234
H  1.9873  0.4028  -2.2148
O  1.3008  -1.8484  0.3535
N  1.0249  -2.8428  -0.3286
C  0.6095  -4.0251  -0.1025
C  0.3001  -4.8501  -1.2368
N  -0.0076  -5.4472  -2.1674
C  0.4035  -4.5270  1.2281
N  0.2200  -4.9050  2.2974

Forces on the atoms, in the same order (eV/Å):
Ir -0.7 2.9 0.4
C -0.2 0.4 0.1
N 0.9 -1.2 -0.3
C -0.3 0.0 -0.3
C -0.1 -0.2 -0.1
C 0.0 0.0 0.1
C 0.0 0.0 0.0
C -0.1 0.0 0.0
C -0.1 0.1 0.1
N 0.7 -1.1 -0.1
C -0.2 0.4 -0.3
C 0.0 0.0 -0.1
C 0.1 0.0 0.0
C 0.0 0.0 0.0
C 0.0 0.0 0.0
C 0.0 0.2 0.0
N 0.8 -1.4 0.1
C 0.1 0.1 0.3
C 0.1 0.0 0.0
C 0.0 0.0 0.0
C 0.0 0.1 0.0
C 0.0 0.0 0.1
N -0.3 -1.0 0.3
H -0.1 0.0 -0.2
H 0.0 0.0 -0.1
H 0.1 0.1 0.0
H 0.0 0.1 0.0
H 0.0 0.0 0.0
H 0.0 0.0 0.0
H 0.0 0.0 0.0
H 0.1 0.0 0.0
H 0.0 0.0 0.1
H -0.1 0.0 0.0
H 0.0 0.0 0.1
H 0.0 0.0 0.0
H 0.0 0.0 0.0
H -0.1 0.0 0.0
H 0.0 0.0 0.0
H 0.0 0.0 0.0
H 0.0 0.0 0.0
H -0.1 0.0 0.0
C 0.1 0.2 -0.1
N 0.0 -0.2 -0.1
C 0.1 0.2 0.1
N 0.0 0.0 0.1
O -0.7 0.0 -0.2
H 0.0 0.0 0.0
H 0.0 -0.1 0.0
H -0.1 0.0 0.0
H 0.0 0.0 0.0
H 0.0 0.0 0.0
H 0.0 0.1 0.0
O 0.2 0.1 0.2
N -0.3 0.3 -0.6
C 0.1 -0.4 0.1
C 0.2 0.1 -0.1
N 0.0 0.0 0.1
C 0.0 0.1 0.1
N 0.0 0.1 -0.1

Atomic partial charges in e from the Löwdin method, atoms 1 to 5: number 1, Ir, carries 1.467; number 2, C, carries -0.050; number 3, N, carries -0.200; number 4, C, carries -0.062; number 5, C, carries -0.232

ORCA calculation (ωB97M-V/def2-TZVPD) on an isolated molecule of C23H24N2O4S.

Computed properties:
- total energy (eV) = -46246.2112
- LUMO (eV) = 0.030
- orbital gap (Eh) = 0.2940

Element x y z (Å)
C  -9.3446  -0.3454  1.9307
H  -9.9641  -0.1863  1.0421
O  -8.0927  -0.8933  1.5971
C  -7.2682  -0.1832  0.7780
C  -6.0557  -0.7903  0.4678
C  -5.1177  -0.1614  -0.3496
C  -5.4341  1.0881  -0.8916
C  -6.6410  1.6844  -0.5905
C  -7.5594  1.0696  0.2453
H  -8.4920  1.5661  0.4614
H  -6.8811  2.6475  -1.0160
H  -4.7584  1.5717  -1.5772
C  -3.8766  -0.8549  -0.6133
C  -2.6638  -0.3597  -0.9359
C  -1.5875  -1.3341  -1.2125
O  -1.8689  -2.5009  -1.4254
N  -0.2763  -0.9247  -1.2440
C  0.1972  0.3251  -0.8440
C  1.5427  0.4992  -0.5176
C  2.0523  1.7474  -0.1826
C  1.2119  2.8569  -0.1798
C  -0.1266  2.6970  -0.4604
C  -0.6373  1.4448  -0.7823
S  -2.3543  1.3587  -1.1427
H  -0.8014  3.5387  -0.4452
H  1.6245  3.8260  0.0500
C  3.5004  1.9647  0.1142
O  4.0710  2.9955  -0.1770
N  4.1136  0.9385  0.7559
H  3.5867  0.1128  0.9873
C  5.5288  0.9288  1.0263
H  5.7102  0.6227  2.0611
C  6.2890  -0.0074  0.0674
H  6.1137  0.3398  -0.9592
C  5.8870  -1.4869  0.2388
H  5.2454  -1.8331  -0.5688
H  5.3657  -1.6260  1.1881
C  7.2315  -2.2140  0.2724
H  7.2107  -3.1245  0.8664
C  8.1338  -1.1374  0.8714
H  9.1876  -1.2513  0.6158
O  7.6852  0.0758  0.3048
H  8.0319  -1.1118  1.9668
H  7.5609  -2.4523  -0.7390
H  5.8940  1.9482  0.8847
H  2.2099  -0.3461  -0.5565
C  0.6893  -1.9379  -1.6260
H  0.1416  -2.7382  -2.1217
H  1.1938  -2.3595  -0.7538
H  1.4191  -1.5120  -2.3136
H  -3.9139  -1.9330  -0.5088
H  -5.8495  -1.7614  0.8904
H  -9.2394  0.5987  2.4751
H  -9.8247  -1.0797  2.5757

Forces on the atoms, in the same order (eV/Å):
C -0.2 0.1 0.1
H 0.0 0.0 0.0
O 0.3 -0.1 -0.1
C 0.1 0.0 -0.1
C 0.0 0.1 0.0
C -0.5 0.3 0.2
C 0.1 0.0 0.0
C 0.0 0.0 0.0
C -0.2 -0.1 0.2
H -0.1 0.0 0.0
H 0.0 0.1 0.0
H 0.0 0.1 -0.1
C 0.9 -0.2 -0.1
C -0.7 0.4 0.3
C -0.1 -0.6 -0.1
O 0.0 0.0 0.1
N 0.0 -0.1 -0.2
C 0.0 0.6 0.2
C 0.0 0.1 0.1
C -0.4 0.2 -0.2
C 0.2 -0.1 0.0
C 0.0 -0.2 0.0
C -0.2 -0.2 0.0
S 0.2 0.0 -0.1
H -0.1 0.1 0.1
H 0.0 0.1 0.0
C -0.1 -0.2 0.1
O 0.0 0.3 -0.1
N 0.1 -0.4 0.1
H -0.1 0.2 0.0
C 0.5 0.1 -0.3
H 0.0 0.0 0.0
C -0.5 0.2 0.0
H 0.0 0.0 0.1
C 0.2 0.1 -0.1
H -0.1 0.0 0.0
H -0.1 0.0 0.0
C 0.1 0.2 0.1
H 0.0 -0.1 0.0
C 0.1 -0.3 0.1
H 0.0 0.0 0.1
O 0.0 0.2 0.0
H 0.0 0.0 -0.1
H 0.0 0.0 0.0
H 0.0 -0.1 0.1
H 0.0 -0.1 0.0
C 0.0 -0.3 -0.2
H 0.2 0.1 0.1
H 0.0 0.0 0.0
H 0.0 0.0 0.1
H 0.1 0.0 -0.1
H 0.0 -0.1 0.0
H 0.0 0.0 0.0
H 0.0 0.1 0.0

Atomic partial charges in e from the Löwdin method, atoms 1 to 5: number 1, C, carries -0.091; number 2, H, carries 0.096; number 3, O, carries -0.082; number 4, C, carries -0.268; number 5, C, carries 0.051

ORCA calculation (ωB97M-V/def2-TZVPD) on an isolated molecule of C23H24N2O6.

Computed properties:
- total energy (eV) = -39506.4168
- LUMO (eV) = 0.122
- orbital gap (Eh) = 0.3259

Element x y z (Å)
C  -1.4208  4.1540  1.6404
H  -1.7673  3.8861  2.6411
H  -2.1502  4.7870  1.1413
H  -0.4623  4.6690  1.7285
O  -1.2839  2.9935  0.8365
C  -0.3134  2.1350  1.2146
O  0.3742  2.3332  2.1951
C  -0.2134  0.9917  0.3207
C  0.6596  -0.0224  0.5322
N  0.7302  -1.0724  -0.3345
C  -0.2145  -1.3280  -1.3201
O  -0.2051  -2.3679  -1.9409
N  -1.1468  -0.3652  -1.4698
H  -1.7950  -0.5096  -2.2292
C  -1.0937  0.9789  -0.9106
C  -0.5800  1.9685  -1.9447
C  0.7475  1.8714  -2.3365
C  1.2958  2.7204  -3.2872
C  0.4765  3.6898  -3.8461
C  -0.8485  3.7920  -3.4648
C  -1.4031  2.9391  -2.5194
C  -2.8489  3.0854  -2.1467
H  -3.4083  2.1812  -2.3852
H  -2.9498  3.2797  -1.0807
H  -3.2951  3.9134  -2.6920
H  -1.4701  4.5523  -3.9162
H  0.8743  4.3690  -4.5862
C  2.7363  2.5886  -3.6768
H  2.9772  1.5517  -3.9043
H  2.9618  3.2006  -4.5463
H  3.3781  2.9073  -2.8555
H  1.3736  1.1117  -1.8907
H  -2.1120  1.2507  -0.6160
H  1.3860  -1.8253  -0.1314
C  1.6097  -0.1122  1.7045
H  2.5134  0.4651  1.4869
H  1.1454  0.3255  2.5916
O  2.0441  -1.4407  1.9064
C  1.1369  -2.3221  2.4379
C  0.4071  -2.0719  3.5897
C  -0.4502  -3.0312  4.0954
C  -0.5897  -4.2528  3.4451
C  0.1346  -4.5091  2.2770
C  0.9968  -3.5586  1.7661
O  1.7302  -3.6860  0.6295
C  1.5347  -4.8313  -0.1729
H  1.7994  -5.7453  0.3649
H  0.5027  -4.8884  -0.5284
H  2.1982  -4.7046  -1.0260
H  -0.0177  -5.4601  1.7919
C  -1.4936  -5.2814  3.9655
O  -1.6721  -6.3677  3.4744
H  -2.0273  -4.9784  4.8884
H  -1.0099  -2.8332  4.9969
H  0.5183  -1.1259  4.0970

Forces on the atoms, in the same order (eV/Å):
C 0.1 0.3 0.3
H 0.0 0.1 -0.1
H 0.0 0.0 0.0
H -0.1 0.0 0.0
O 0.0 -0.4 -0.3
C 0.2 0.0 0.3
O 0.0 0.1 0.0
C -0.1 -0.4 -0.2
C -0.4 0.4 0.2
N 0.4 -0.1 0.0
C 0.0 0.0 0.2
O 0.1 -0.4 -0.3
N -0.4 0.2 0.0
H 0.1 -0.1 0.0
C 0.1 0.2 0.0
C -0.1 0.1 -0.1
C -0.1 0.2 -0.1
C 0.0 0.0 0.0
C 0.0 0.0 0.0
C 0.0 0.0 0.0
C 0.1 0.0 0.0
C 0.0 0.0 0.0
H -0.1 0.0 0.0
H -0.1 0.0 0.1
H -0.1 0.0 0.0
H -0.1 0.1 0.0
H 0.1 0.1 -0.1
C 0.0 0.0 0.0
H 0.1 0.0 0.0
H 0.1 0.0 -0.1
H 0.1 0.0 0.0
H 0.1 -0.1 0.1
H 0.2 0.0 -0.1
H -0.2 0.0 -0.1
C 0.0 0.4 0.2
H -0.1 0.0 0.1
H 0.1 -0.1 -0.2
O 0.0 -0.4 0.1
C -0.1 -0.2 0.0
C 0.3 0.2 -0.3
C -0.2 -0.5 -0.1
C 0.5 0.4 -0.3
C 0.0 0.0 0.0
C 0.0 0.2 0.1
O 0.1 0.3 0.4
C -0.1 -0.3 -0.3
H 0.0 0.0 0.0
H 0.0 0.0 0.0
H -0.1 -0.1 0.0
H 0.0 -0.1 -0.1
C -0.3 0.0 0.4
O 0.0 0.0 -0.1
H -0.1 -0.1 0.0
H -0.1 0.0 0.1
H 0.0 0.1 0.0

Atomic partial charges in e from the Löwdin method, atoms 1 to 5: number 1, C, carries -0.040; number 2, H, carries 0.099; number 3, H, carries 0.092; number 4, H, carries 0.099; number 5, O, carries -0.051

Relative energy (zero: lowest compared OMol25 entry of this formula, charge and spin) values, unit eV, following the record order: 1.231; 1.342; 1.814.